C5H11N2O2S | wB97M-V/def2-TZVPD

Structure (ORCA input):
```
! RIJCOSX wB97M-V def2-TZVPD def2/J DEFGRID3
* xyz 1 1
C -1.45891 -1.07963 -0.06644
C -2.75472 -0.54311 -0.23197
C -3.38671 0.23321 0.68008
C 0.88104 -0.35714 -0.06848
C -0.71449 1.25974 -0.81171
N -0.34790 -0.02941 -0.35184
N 4.79887 -0.57358 0.33049
O -1.07320 -2.16215 0.19394
O -4.59571 0.68277 0.39598
S 2.21743 0.66791 -0.23329
H -3.25811 -0.86809 -1.14194
H -3.17806 0.14796 1.69831
H 1.14425 -1.42786 0.34642
H -0.02150 2.21341 -0.50059
H -0.57636 1.13509 -1.84922
H -1.74983 1.49858 -0.57533
H 4.76049 -1.40365 -0.30562
H 4.84988 -0.73066 1.30569
H 5.51274 0.03579 0.06591
H -4.92339 1.33194 1.01538
H 3.87420 -0.03111 0.10422
*
```

Summary:
Highest occupied orbital energy = -0.4578 Ha
Kohn-Sham gap = 9.14 eV
LUMO = -3.32 eV